[1]
The following is a DFT calculation (ωB97M-V/def2-TZVPD) of C4H5N3S in the gas phase.

Each line ends with the natural charge from an NBO analysis.
Geometry (Å):
1 S -3.16 -0.46 0.04  -0.244
2 C -1.68 0.28 -0.05  0.212
3 N -1.34 1.62 -0.03  -0.392
4 N 0.04 1.90 0.04  -0.270
5 C 0.52 0.68 0.00  0.356
6 N -0.42 -0.27 -0.05  -0.390
7 C 0.57 -1.37 -0.05  -0.174
8 C 1.69 -0.28 0.08  -0.436
9 H -1.94 2.39 -0.08  0.421
10 H 0.47 -2.00 0.84  0.219
11 H 0.68 -1.97 -1.00  0.221
12 H 2.35 -0.24 -0.77  0.234
13 H 2.25 -0.28 1.03  0.242

Output
lowest unoccupied orbital energy: 0.6468 eV
SMILES: S=c1[nH]nc2n1CC2
Kohn-Sham gap: 8.65 eV
energy above the lowest of the compared OMol25 structures with the same formula, charge and spin: 1.949 eV
HOMO: -8.00 eV
electronic energy: -19532.931 eV

=====

[2]
The following is a DFT calculation (ωB97M-V/def2-TZVPD) of a gas-phase ion, C4H5N4O2 (charge +1).

Each line ends with the natural charge from an NBO analysis.
Geometry (Å):
1 C -0.18 -0.88 -1.60  0.490
2 C -2.75 0.43 -3.44  0.938
3 C 0.24 0.51 0.29  0.714
4 C 0.26 0.39 1.81  -0.697
5 N -0.24 -0.35 -2.66  -0.094
6 N -0.58 -0.17 -3.82  -0.137
7 N -1.92 0.03 -4.29  -0.455
8 N 0.23 -0.84 -0.39  -0.641
9 O -3.39 0.63 -2.52  -0.289
10 O 0.13 1.48 -0.39  -0.495
11 H -0.63 -0.06 2.05  0.254
12 H 0.52 1.32 2.22  0.267
13 H 0.91 -0.42 2.03  0.231
14 H -2.10 0.38 -5.21  0.473
15 H 0.70 -1.56 0.12  0.442

Output
lowest unoccupied orbital energy: -5.1106 eV
total charge: +1
Kohn-Sham gap: 8.06 eV
energy above the lowest of the compared OMol25 structures with the same formula, charge and spin: 0.794 eV
HOMO: -13.17 eV
electronic energy: -14271.923 eV

=====

[3]
The following is a DFT calculation (ωB97M-V/def2-TZVPD) of 2 unconnected molecules or ions with the total composition C4H5NO.

Each line ends with the natural charge from an NBO analysis.
Geometry (Å):
1 C -1.21 -0.62 0.57  -0.625
2 C -0.10 0.39 0.70  -0.406
3 C 1.60 -0.50 -0.94  0.483
4 O 1.78 -1.62 -0.84  -0.493
5 C 0.10 1.38 -0.15  0.393
6 N 0.56 2.00 -1.10  -0.618
7 H -1.99 -0.40 1.30  0.222
8 H -1.65 -0.61 -0.43  0.220
9 H -0.83 -1.63 0.76  0.220
10 H 0.51 0.38 1.60  0.242
11 H 1.22 1.24 -1.46  0.361

Output
lowest unoccupied orbital energy: 0.9216 eV
Kohn-Sham gap: 10.03 eV
energy above the lowest of the compared OMol25 structures with the same formula, charge and spin: 2.261 eV
HOMO: -9.11 eV
electronic energy: -7764.266 eV

=====

[4]
The following is a DFT calculation (ωB97M-V/def2-TZVPD) of C4H5NO in the gas phase.

Each line ends with the natural charge from an NBO analysis.
Geometry (Å):
1 C -1.37 0.68 0.21  -0.686
2 C -1.03 -0.61 -0.48  0.274
3 O 3.04 0.15 -0.01  -0.657
4 N -0.31 -1.65 -0.01  -0.494
5 C 1.85 -0.33 -0.34  0.183
6 C 0.79 -0.90 -0.03  0.019
7 H 3.06 0.46 0.91  0.486
8 H -1.60 -0.80 -1.40  0.169
9 H -2.46 0.72 0.33  0.237
10 H -1.07 1.54 -0.39  0.239
11 H -0.90 0.74 1.20  0.231

Output
lowest unoccupied orbital energy: 0.0393 eV
Kohn-Sham gap: 8.16 eV
energy above the lowest of the compared OMol25 structures with the same formula, charge and spin: 5.237 eV
HOMO: -8.12 eV
electronic energy: -7761.289 eV